Record 1
# C47H43N3O4S3SiTc

A structure of composition C47H43N3O4S3SiTc (the ωB97M-V functional and the def2-TZVPD basis, the Open Molecules 2025 dataset).

Structure (XYZ):
```
102
C47H43N3O4S3SiTc (the ωB97M-V functional and the def2-TZVPD basis)
Tc 0.211 -0.460 1.247
O -2.307 4.250 0.403
C -1.722 4.033 -0.790
C -1.967 4.951 -1.810
C -1.333 4.825 -3.032
C -0.446 3.777 -3.266
C -0.233 2.844 -2.268
C -0.868 2.943 -1.029
C -0.591 1.927 0.005
O 0.070 0.846 -0.338
N -0.953 2.181 1.234
N -0.574 1.151 2.065
C -0.601 1.242 3.397
C -0.145 0.109 4.071
C -0.121 -0.054 5.483
C 0.295 -1.226 6.029
C 0.686 -2.295 5.181
C 0.653 -2.100 3.830
N 0.290 -0.931 3.262
H -1.962 3.563 1.025
H -2.651 5.766 -1.610
H -1.530 5.554 -3.809
H 0.058 3.684 -4.219
H 0.410 1.990 -2.439
H -0.950 2.143 3.885
H -0.454 0.770 6.101
H 0.309 -1.352 7.104
H 0.991 -3.252 5.578
H 0.909 -2.894 3.139
O 1.084 -2.163 0.167
S 2.102 -2.585 -0.865
C 2.906 -1.069 -1.423
C 4.046 -0.577 -0.546
C 4.414 0.881 -0.817
C 3.442 1.881 -0.203
S 3.332 1.621 1.578
O 2.205 0.643 1.792
C 2.771 3.226 2.081
C 1.688 3.845 1.472
C 1.268 5.081 1.936
C 1.941 5.690 2.990
C 3.029 5.069 3.586
C 3.447 3.824 3.134
C 3.420 -3.377 0.025
C 3.583 -3.148 1.384
C 4.576 -3.838 2.064
C 5.386 -4.743 1.387
C 5.206 -4.967 0.030
C 4.208 -4.290 -0.658
H 2.052 -0.383 -1.462
H 3.235 -1.262 -2.447
H 4.921 -1.209 -0.702
H 3.766 -0.689 0.503
H 4.477 1.075 -1.891
H 5.411 1.065 -0.409
H 2.413 1.770 -0.561
H 3.773 2.906 -0.370
H 1.169 3.373 0.652
H 0.415 5.561 1.473
H 1.611 6.656 3.351
H 3.548 5.548 4.406
H 4.283 3.317 3.600
H 2.936 -2.449 1.901
H 4.715 -3.668 3.123
H 6.151 -5.288 1.925
H 5.829 -5.682 -0.492
H 4.044 -4.475 -1.714
S -1.822 -1.647 1.082
C -0.033 -0.829 -4.592
C -0.915 0.167 -4.204
C -1.689 0.010 -3.056
C -1.588 -1.139 -2.274
C -0.700 -2.136 -2.687
C 0.074 -1.989 -3.829
Si -2.728 -1.473 -0.820
C -4.012 -0.107 -0.822
C -5.078 -0.138 -1.726
C -5.969 0.921 -1.826
C -5.804 2.040 -1.020
C -4.758 2.087 -0.109
C -3.874 1.018 -0.008
C -3.559 -3.108 -1.252
C -3.895 -3.386 -2.582
C -4.463 -4.599 -2.946
C -4.701 -5.567 -1.979
C -4.375 -5.313 -0.654
C -3.808 -4.096 -0.297
H 0.555 -0.715 -5.495
H -1.002 1.073 -4.791
H -2.374 0.800 -2.767
H -0.652 -3.060 -2.125
H 0.743 -2.784 -4.141
H -5.220 -1.007 -2.362
H -6.790 0.875 -2.532
H -6.492 2.872 -1.099
H -4.625 2.958 0.519
H -3.074 1.052 0.721
H -3.699 -2.647 -3.353
H -4.711 -4.792 -3.982
H -5.135 -6.519 -2.260
H -4.557 -6.066 0.103
H -3.548 -3.912 0.740
```

Calculated values
- relative energy (zero: lowest compared OMol25 entry of this formula, charge and spin) (kJ/mol) = 0.0
- spin multiplicity = 4
- HOMO (alpha / beta) (eV) = -5.344 / -6.787
- charge = 0
- molar mass (g mol⁻¹) = 936.2
- lowest unoccupied orbital energy (alpha / beta) (eV) = 0.14 / -0.13
- calculated total energy (eV) = -104680.700

***

Record 2
# C16H45NO12

A cluster of 6 separate species, C16H45NO12 in total at a distorted geometry (the ωB97M-V functional and the def2-TZVPD basis, the Open Molecules 2025 dataset).

Structure (XYZ):
```
74
C16H45NO12 (the ωB97M-V functional and the def2-TZVPD basis)
C 5.031 4.571 0.094
C 4.750 3.218 -0.649
O 3.793 2.408 0.001
O 4.890 4.390 1.465
H 4.389 5.325 -0.370
H 6.058 4.867 -0.124
H 5.628 2.583 -0.807
H 4.352 3.493 -1.629
H 4.191 2.128 0.842
H 4.126 3.870 1.734
C 5.729 0.739 3.367
C 5.481 -0.337 2.318
O 5.718 -1.658 2.808
O 5.238 1.928 2.768
H 6.814 0.827 3.460
H 5.244 0.516 4.317
H 6.188 -0.186 1.495
H 4.463 -0.189 1.943
H 5.589 -2.224 2.041
H 5.932 2.572 2.595
C 8.461 1.775 0.401
C 9.924 1.520 0.734
O 10.665 0.893 -0.283
O 7.716 2.339 1.455
H 7.983 0.838 0.090
H 8.393 2.391 -0.507
H 10.017 0.938 1.652
H 10.368 2.514 0.888
H 10.230 0.921 -1.140
H 7.926 3.285 1.468
C 7.325 6.053 2.688
C 8.257 7.171 3.220
O 8.521 6.991 4.595
O 7.885 4.764 2.913
H 7.157 6.216 1.625
H 6.384 6.150 3.230
H 7.763 8.136 3.096
H 9.170 7.251 2.621
H 9.120 6.245 4.697
H 7.570 4.507 3.785
C 2.493 -0.577 8.830
C 3.537 0.464 8.556
O 3.354 1.026 7.277
O 2.778 -1.702 7.939
H 1.435 -0.346 8.697
H 2.570 -0.975 9.844
H 4.530 0.021 8.685
H 3.556 1.228 9.350
H 4.198 1.353 6.962
H 2.428 -1.387 7.097
C 13.205 -6.229 4.322
O 12.134 -6.928 3.766
C 11.029 -6.062 3.493
C 9.836 -6.912 3.063
N 8.669 -6.050 3.026
C 7.386 -6.751 2.996
C 6.204 -5.770 2.935
O 5.343 -5.926 4.060
C 5.980 -5.667 5.293
H 12.974 -5.763 5.291
H 13.515 -5.386 3.689
H 14.047 -6.896 4.493
H 11.369 -5.561 2.576
H 10.725 -5.479 4.360
H 9.752 -7.606 3.906
H 10.091 -7.471 2.159
H 8.712 -5.280 2.379
H 7.266 -7.411 3.855
H 7.433 -7.476 2.170
H 5.552 -6.047 2.104
H 6.495 -4.717 2.865
H 6.650 -6.469 5.613
H 5.232 -5.655 6.089
H 6.483 -4.701 5.363
```

Calculated values
- relative energy (zero: lowest compared OMol25 entry of this formula, charge and spin) (kJ/mol) = 72.5
- spin multiplicity = 1
- HOMO (eV) = -8.671
- charge = 0
- molar mass (g mol⁻¹) = 443.5
- SMILES = COCCNCCOC.OCCO.OCCO.OCCO.OCCO.OCCO
- lowest unoccupied orbital energy (eV) = 0.27
- calculated total energy (eV) = -43376.804

***

Record 3
# C2H4Cl3N2O

A cluster of 2 separate species, C2H4Cl3N2O in total at a distorted geometry (the ωB97M-V functional and the def2-TZVPD basis, the Open Molecules 2025 dataset).

Structure (XYZ):
```
12
C2H4Cl3N2O (the ωB97M-V functional and the def2-TZVPD basis)
C 0.434 -0.105 -0.193
C -1.548 0.895 1.677
N 0.275 -1.254 -0.687
N 1.246 0.808 -0.582
O 1.187 -1.891 -1.611
Cl -1.664 2.329 0.728
Cl -2.722 -0.330 1.532
Cl -0.553 0.900 3.055
H -0.286 -1.885 -0.222
H 1.186 1.671 -0.071
H 1.859 1.001 -1.303
H 0.584 -2.139 -2.322
```

Calculated values
- relative energy (zero: lowest compared OMol25 entry of this formula, charge and spin) (kJ/mol) = 345.9
- spin multiplicity = 1
- HOMO (alpha / beta) (eV) = -12.883 / -13.482
- charge = +1
- molar mass (g mol⁻¹) = 178.4
- lowest unoccupied orbital energy (alpha / beta) (eV) = -6.78 / -6.44
- calculated total energy (eV) = -44721.842

***

Record 4
# C31H50BrN3O12S

A structure of composition C31H50BrN3O12S at a distorted geometry (the ωB97M-V functional and the def2-TZVPD basis, the Open Molecules 2025 dataset).

Structure (XYZ):
```
98
C31H50BrN3O12S (the ωB97M-V functional and the def2-TZVPD basis)
C 1.829 -3.968 1.261
C 1.345 -3.510 -0.142
O 1.133 -2.092 -0.259
C 2.078 -1.359 0.401
O 3.240 -1.379 0.051
C 1.713 -0.520 1.640
C 0.180 -0.391 1.885
C -0.426 0.971 1.414
C -1.906 0.870 1.017
C -2.342 0.205 -0.085
N -1.400 -0.445 -0.935
C -0.955 0.297 -1.877
C 0.241 -0.241 -2.675
C -1.490 1.679 -2.250
C -3.762 0.107 -0.474
Br -4.148 -0.870 -2.088
C -4.743 0.707 0.258
C -6.218 0.680 -0.112
C -6.866 -0.726 -0.120
C -6.814 -1.463 1.247
O -8.090 -1.836 1.755
C -8.765 -2.738 0.889
C -4.274 1.423 1.420
N -5.121 2.086 2.207
S -4.213 2.756 3.381
N -2.720 2.266 2.929
C -2.882 1.536 1.836
H 1.342 -3.382 2.056
H 1.502 -5.008 1.417
H 2.923 -3.888 1.289
H 1.988 -3.905 -0.946
H 0.356 -3.974 -0.292
H 2.124 -1.076 2.500
H 2.229 0.449 1.608
H -0.372 -1.208 1.402
H 0.022 -0.461 2.974
H 0.149 1.409 0.579
H -0.409 1.647 2.284
H -0.011 -0.124 -3.742
H 1.097 0.406 -2.412
H 0.460 -1.280 -2.416
H -1.052 1.985 -3.214
H -2.584 1.707 -2.353
H -1.149 2.391 -1.478
H -6.286 1.067 -1.148
H -6.828 1.339 0.519
H -6.418 -1.398 -0.866
H -7.909 -0.592 -0.460
H -6.308 -0.854 2.016
H -6.200 -2.385 1.165
H -9.274 -3.530 1.455
H -9.560 -2.170 0.362
H -8.116 -3.134 0.087
C -2.119 8.353 -3.783
C -1.432 7.462 -4.797
O -1.698 6.076 -4.541
C -2.897 5.642 -4.930
O -3.748 6.295 -5.474
O -2.998 4.353 -4.594
C -4.276 3.778 -4.875
H -1.853 8.052 -2.768
H -1.833 9.394 -3.931
H -3.203 8.280 -3.866
H -0.352 7.583 -4.719
H -1.715 7.723 -5.817
H -4.560 3.935 -5.913
H -5.028 4.194 -4.205
H -4.197 2.708 -4.691
C 5.593 -0.986 -1.690
C 5.341 -2.480 -1.710
O 5.795 -3.060 -2.947
C 7.109 -3.248 -3.044
O 7.931 -2.992 -2.202
O 7.365 -3.760 -4.253
C 8.755 -3.934 -4.527
H 5.156 -0.512 -2.572
H 5.166 -0.536 -0.799
H 6.662 -0.767 -1.706
H 4.272 -2.669 -1.655
H 5.803 -2.978 -0.857
H 9.243 -4.513 -3.744
H 9.238 -2.963 -4.639
H 8.835 -4.476 -5.466
C 3.185 -2.950 7.883
C 3.428 -1.462 8.034
O 4.613 -1.052 7.337
C 4.485 -0.925 6.017
O 3.481 -1.111 5.378
O 5.672 -0.573 5.518
C 5.701 -0.486 4.091
H 4.069 -3.514 8.184
H 2.338 -3.264 8.493
H 2.976 -3.210 6.845
H 3.596 -1.223 9.084
H 2.569 -0.879 7.702
H 4.912 0.164 3.718
H 5.614 -1.481 3.655
H 6.664 -0.065 3.813
```

Calculated values
- relative energy (zero: lowest compared OMol25 entry of this formula, charge and spin) (kJ/mol) = 0.0
- spin multiplicity = 1
- HOMO (eV) = -8.561
- charge = 0
- molar mass (g mol⁻¹) = 768.7
- lowest unoccupied orbital energy (eV) = -0.50
- calculated total energy (eV) = -142875.531

***

Record 5
# C44H96BF16N8O10S4

A structure of composition C44H96BF16N8O10S4 at a distorted geometry (the ωB97M-V functional and the def2-TZVPD basis, the Open Molecules 2025 dataset).

Structure (XYZ):
```
179
C44H96BF16N8O10S4 (the ωB97M-V functional and the def2-TZVPD basis)
C 4.578 -2.523 -1.560
C 4.886 -1.009 -1.505
C 4.813 -0.170 -2.797
O 4.994 1.208 -2.508
C 4.862 1.951 -3.771
N 3.959 -0.365 -0.491
H 3.037 -0.487 -0.884
H 3.953 -0.811 0.415
H 4.165 0.607 -0.311
H 4.498 -3.026 -0.596
H 5.360 -3.096 -2.059
H 3.577 -2.702 -1.951
H 5.887 -0.824 -1.115
H 3.968 -0.363 -3.457
H 5.597 -0.534 -3.461
H 3.918 1.905 -4.315
H 5.661 1.785 -4.494
H 5.072 2.987 -3.506
C 6.030 1.817 6.280
C 6.178 0.676 5.221
C 5.157 -0.480 5.518
O 3.763 -0.306 5.117
C 3.032 -1.494 4.850
N 5.694 1.242 3.829
H 4.712 1.468 3.893
H 6.188 2.076 3.544
H 5.810 0.567 3.087
H 4.967 1.784 6.515
H 6.265 2.816 5.912
H 6.672 1.568 7.125
H 7.169 0.300 4.968
H 5.297 -0.749 6.565
H 5.585 -1.379 5.076
H 1.977 -1.253 4.713
H 2.983 -2.293 5.590
H 3.340 -1.976 3.922
C 2.719 -6.572 -1.949
C 1.367 -7.276 -1.496
C 0.080 -6.531 -1.828
N -1.041 -6.700 -0.797
C -1.532 -8.160 -0.806
C -2.276 -5.859 -1.198
C -3.016 -5.663 0.176
C -1.930 -5.407 1.122
C -0.711 -6.180 0.642
H 3.131 -5.766 -1.341
H 2.620 -6.161 -2.953
H 3.585 -7.227 -2.051
H 1.256 -7.482 -0.432
H 1.320 -8.291 -1.890
H -0.337 -6.841 -2.787
H 0.312 -5.472 -1.945
H -1.878 -8.518 -1.775
H -2.147 -8.268 0.088
H -0.649 -8.701 -0.466
H -2.851 -6.226 -2.049
H -1.951 -4.876 -1.538
H -3.448 -6.659 0.269
H -3.690 -4.810 0.086
H -2.320 -5.792 2.064
H -1.555 -4.384 1.129
H -0.436 -7.069 1.209
H 0.155 -5.520 0.595
C 4.094 5.003 5.174
C 2.646 4.782 5.300
C 2.198 3.918 4.054
N 0.632 3.591 4.056
C -0.139 4.868 3.962
C 0.173 2.740 5.297
C -0.571 1.496 4.798
C 0.054 1.260 3.439
C 0.127 2.689 2.883
H 4.481 5.595 6.004
H 4.335 5.616 4.305
H 4.599 4.044 5.283
H 2.030 5.671 5.439
H 2.472 4.203 6.206
H 2.720 2.975 3.893
H 2.389 4.397 3.094
H 0.049 5.327 2.991
H 0.133 5.537 4.778
H -1.215 4.706 4.021
H -0.496 3.372 5.882
H 1.039 2.376 5.850
H -1.627 1.723 4.652
H -0.533 0.548 5.334
H -0.447 0.592 2.739
H 1.079 0.979 3.682
H -0.790 2.975 2.368
H 0.863 2.769 2.083
C -9.305 -1.305 3.248
C -7.758 -1.342 3.102
C -7.436 -1.853 1.705
N -5.899 -1.868 1.385
C -5.174 -2.943 2.206
C -5.217 -0.505 1.602
C -3.971 -0.498 0.720
C -4.247 -1.441 -0.459
C -5.579 -2.067 -0.113
H -9.779 -0.490 2.701
H -9.669 -1.175 4.267
H -9.686 -2.281 2.948
H -7.257 -1.873 3.911
H -7.502 -0.282 3.124
H -7.926 -1.247 0.943
H -7.738 -2.898 1.638
H -5.269 -2.816 3.284
H -4.131 -2.977 1.891
H -5.514 -3.929 1.890
H -5.066 -0.436 2.679
H -5.939 0.280 1.376
H -3.123 -0.858 1.301
H -3.746 0.523 0.410
H -3.426 -2.156 -0.508
H -4.237 -0.894 -1.401
H -5.710 -3.126 -0.334
H -6.349 -1.566 -0.701
C -1.489 7.521 -4.348
C -1.717 6.372 -3.340
C -0.325 5.652 -3.108
N -0.334 4.383 -2.259
C 1.145 4.020 -1.904
C -1.115 3.258 -3.038
C -1.674 2.478 -1.834
C -2.221 3.576 -0.895
C -1.102 4.543 -0.958
H -1.010 7.175 -5.264
H -0.766 8.169 -3.851
H -2.439 8.044 -4.456
H -2.518 5.710 -3.669
H -2.009 6.882 -2.422
H 0.408 6.298 -2.624
H 0.110 5.363 -4.065
H 1.224 3.018 -1.481
H 1.609 4.734 -1.223
H 1.713 4.126 -2.828
H -0.368 2.774 -3.668
H -1.886 3.752 -3.629
H -0.872 1.857 -1.435
H -2.401 1.773 -2.236
H -2.410 3.245 0.126
H -3.180 4.016 -1.168
H -0.426 4.340 -0.127
H -1.387 5.581 -0.791
B 3.371 2.601 1.029
F 4.187 2.966 2.061
F 4.176 2.331 -0.042
F 2.587 1.497 1.379
F 2.527 3.658 0.607
C -3.954 1.597 -5.859
F -3.647 0.602 -5.035
F -5.093 1.181 -6.496
F -4.302 2.751 -5.314
S -2.459 1.916 -7.088
O -3.036 2.566 -8.280
O -1.508 2.709 -6.358
N -1.891 0.320 -7.494
S -0.407 0.605 -7.864
O -0.206 1.592 -8.896
O 0.421 0.716 -6.658
C 0.100 -1.094 -8.630
F -0.761 -1.415 -9.618
F 1.335 -0.968 -9.054
F 0.061 -2.068 -7.646
C 1.474 -2.386 0.994
F 2.212 -1.409 1.530
F 2.294 -3.348 0.416
F 0.740 -2.924 1.969
S 0.264 -1.638 -0.290
O -0.655 -2.779 -0.510
O -0.415 -0.536 0.357
N 1.346 -1.087 -1.534
S 0.588 -0.688 -2.753
O -0.856 -0.587 -2.698
O 1.247 0.433 -3.475
C 0.899 -2.254 -3.857
F 0.561 -3.348 -3.142
F 0.039 -2.133 -4.905
F 2.178 -2.280 -4.178
```

Calculated values
- spin multiplicity = 1
- HOMO (eV) = -11.526
- charge = +3
- molar mass (g mol⁻¹) = 1340.3
- lowest unoccupied orbital energy (eV) = -6.36
- calculated total energy (eV) = -167053.240

***

Record 6
# C2H4O2S

The molecule C2H4O2S at a distorted geometry (the ωB97M-V functional and the def2-TZVPD basis, the Open Molecules 2025 dataset).

Structure (XYZ):
```
9
C2H4O2S (the ωB97M-V functional and the def2-TZVPD basis)
C -0.156 -0.613 0.450
C 0.252 1.284 -0.781
O -0.609 -3.064 1.531
O -0.181 0.687 0.357
S -0.747 -1.649 1.875
H 0.241 -1.134 -0.381
H 1.324 1.581 -0.647
H -0.290 2.264 -0.836
H 0.166 0.643 -1.569
```

Calculated values
- relative energy (zero: lowest compared OMol25 entry of this formula, charge and spin) (kJ/mol) = 324.4
- spin multiplicity = 1
- HOMO (alpha / beta) (eV) = -8.020 / -8.021
- charge = 0
- molar mass (g mol⁻¹) = 92.1
- lowest unoccupied orbital energy (alpha / beta) (eV) = -0.06 / -0.06
- calculated total energy (eV) = -17065.909